C8H11ClO2 | wB97M-V/def2-TZVPD

Positions of all 22 atoms, in Å:
C  0.189861  1.116169  -0.143192
C  -0.424825  -2.568344  -0.274311
C  0.264552  -1.376703  -0.837299
C  -0.684940  -2.215429  1.130061
C  0.527470  -0.310549  0.332688
C  0.302619  1.778499  -1.309344
C  -0.056128  -1.164401  1.587255
C  -0.114005  3.217218  -1.370271
O  -0.420019  1.828592  0.880289
O  0.241931  -0.673153  2.813935
Cl  0.765894  1.206958  -2.849866
H  -1.378136  -2.775927  -0.840758
H  0.248095  -3.440806  -0.234100
H  1.234083  -1.707935  -1.201023
H  -0.333047  -0.971729  -1.563108
H  0.094840  1.798608  1.748388
H  -1.013962  -2.908450  1.868552
H  1.541895  -0.288751  0.509959
H  0.608126  3.764740  -1.923581
H  -0.065982  3.536243  -0.208782
H  -1.105142  3.263259  -1.549099
H  -0.423181  -1.108110  3.433605

Forces on the atoms, in the same order (eV/Å):
-0.7 -0.9 1.4
-1.5 -1.0 0.1
2.4 0.4 2.0
0.0 -0.8 1.8
-1.6 -1.9 -1.5
-0.5 0.2 1.1
0.9 3.8 -3.0
3.0 -0.5 5.1
0.8 0.5 1.7
-2.0 -1.1 1.2
0.4 -0.9 -0.4
1.0 -0.3 0.5
-0.5 0.0 -0.5
-0.1 0.4 -0.6
-1.0 1.2 -2.0
-0.9 -0.4 -1.8
-0.6 -0.9 0.3
2.6 0.0 0.4
0.0 0.7 -0.8
0.1 -0.2 -2.8
-3.2 0.7 -1.5
1.4 0.9 -0.7

The highest occupied orbital energy comes out at -8.502 eV. Its SMILES is C/C(Cl)=C(\O)[C@@H]1CCC=C1O. Its energy above the lowest of the compared OMol25 structures with the same formula, charge and spin is 113.61 kJ/mol. The value obtained for the HOMO-LUMO gap is 9.1 eV. The spin multiplicity is 1. As for the total charge: 0.

Charges per atom according to natural (NBO) partitioning, unit e: number 1, C, carries 0.285; number 2, C, carries -0.412; number 3, C, carries -0.382; number 4, C, carries -0.308; number 5, C, carries -0.309; number 6, C, carries -0.103; number 7, C, carries 0.352; number 8, C, carries -0.643; number 9, O, carries -0.711; number 10, O, carries -0.679; number 11, Cl, carries 0.007; number 12, H, carries 0.208; number 13, H, carries 0.208; number 14, H, carries 0.212; number 15, H, carries 0.214; number 16, H, carries 0.490; number 17, H, carries 0.196; number 18, H, carries 0.209; number 19, H, carries 0.222; number 20, H, carries 0.237; number 21, H, carries 0.220; number 22, H, carries 0.487


C23H21N5O3S2 | wB97M-V/def2-TZVPD

Positions of all 54 atoms, in Å:
O  1.332802  3.116884  0.703301
C  1.205426  2.422202  1.691381
N  0.099424  1.687309  1.954260
C  -0.976302  1.487757  1.081458
C  -1.032528  0.785269  -0.088563
C  -2.362945  0.681476  -0.593777
C  -3.279367  1.315802  0.182823
S  -2.554006  2.045529  1.578504
C  -4.744204  1.373234  -0.081534
C  -5.017533  0.959713  -1.528917
C  -4.244697  -0.312357  -1.869926
C  -2.741514  -0.043271  -1.845922
H  -2.178900  -0.976740  -1.901944
H  -2.457103  0.564891  -2.710867
H  -4.536240  -0.676132  -2.856232
H  -4.486277  -1.086828  -1.139053
H  -6.088356  0.802714  -1.667006
H  -4.703453  1.760789  -2.200763
H  -5.125243  2.378765  0.110641
H  -5.262084  0.693118  0.603231
C  0.114540  0.072143  -0.724364
O  0.057822  -1.125221  -0.949137
N  1.161748  0.876772  -1.005932
C  2.428452  0.517682  -1.486778
C  3.444041  1.464701  -1.377726
C  4.720882  1.162701  -1.806082
C  4.996978  -0.079338  -2.353521
C  3.984629  -1.014460  -2.474313
C  2.701229  -0.724717  -2.047779
H  1.913606  -1.454152  -2.141276
H  4.192614  -1.982805  -2.905902
H  5.997089  -0.316190  -2.684147
H  5.504400  1.898988  -1.707623
H  3.223740  2.428594  -0.942198
H  1.090203  1.850693  -0.717353
H  0.159393  1.040170  2.733010
C  2.278251  2.289432  2.752353
H  1.902901  1.864290  3.680822
H  2.746829  3.256355  2.929985
S  3.655969  1.240230  2.140366
C  2.812168  -0.233556  1.783041
N  3.341459  -1.184787  1.040784
N  2.365154  -2.099631  0.965949
C  1.282579  -1.672079  1.646591
N  1.551706  -0.497818  2.198295
C  0.023894  -2.347662  1.691048
C  -1.190064  -1.947159  2.194105
C  -2.099833  -2.973691  1.870474
C  -1.378351  -3.917298  1.201745
O  -0.096328  -3.551452  1.092242
H  -1.657262  -4.859234  0.772342
H  -3.144752  -3.003452  2.100683
H  -1.397238  -1.037834  2.718233
H  2.464655  -2.920319  0.390990

Forces on the atoms, in the same order (eV/Å):
0.2 0.3 -0.3
-0.2 0.0 0.3
-0.2 0.3 0.4
-0.5 0.1 -0.2
0.0 0.2 0.5
-0.1 0.1 0.0
0.3 0.1 0.4
0.3 -0.3 -0.5
-0.2 0.1 -0.1
-0.1 -0.2 0.2
0.1 0.2 -0.2
-0.1 -0.2 -0.1
0.0 0.1 -0.1
0.0 -0.1 -0.1
0.0 -0.1 0.0
0.0 -0.1 0.0
0.0 0.1 0.0
0.0 0.1 -0.1
-0.1 0.0 0.0
-0.1 0.0 0.0
0.0 0.2 0.1
0.0 -0.2 -0.2
0.1 0.3 0.0
0.3 -0.2 -0.2
-0.1 0.0 0.0
0.0 0.0 0.0
0.2 -0.1 0.0
0.0 0.1 0.0
-0.2 -0.1 -0.1
0.0 0.0 0.0
0.0 -0.1 0.0
0.1 0.0 0.0
0.1 0.1 0.0
0.0 0.1 0.1
-0.2 -0.2 0.1
0.2 0.1 -0.3
0.4 -0.5 -0.2
0.0 0.1 0.0
-0.1 0.0 0.0
0.2 0.6 0.2
-0.2 -0.7 -0.2
0.7 0.4 -0.1
-0.6 0.1 0.5
0.8 0.0 -0.2
-0.3 -0.6 0.2
-1.2 0.4 0.6
1.0 -0.1 -0.2
0.2 -0.5 -0.3
-0.9 0.1 0.2
0.6 0.0 -0.2
0.1 -0.1 -0.1
-0.2 -0.1 0.0
0.0 0.2 0.1
0.0 0.1 0.0

The highest occupied orbital energy comes out at -8.126 eV. Its SMILES is O=C(CSc1n[nH]c(-c2ccco2)n1)Nc1sc2c(c1C(=O)Nc1ccccc1)CCCC2. Its energy above the lowest of the compared OMol25 structures with the same formula, charge and spin is 0.00 kJ/mol. The value obtained for the HOMO-LUMO gap is 8.6 eV. The spin multiplicity is 1. As for the total charge: 0.

Charges per atom according to natural (NBO) partitioning, unit e: number 1, O, carries -0.641; number 2, C, carries 0.692; number 3, N, carries -0.641; number 4, C, carries 0.004; number 5, C, carries -0.163; number 6, C, carries -0.039; number 7, C, carries -0.167; number 8, S, carries 0.421; number 9, C, carries -0.436; number 10, C, carries -0.387; number 11, C, carries -0.391; number 12, C, carries -0.423; number 13, H, carries 0.245; number 14, H, carries 0.210; number 15, H, carries 0.212; number 16, H, carries 0.197; number 17, H, carries 0.211; number 18, H, carries 0.200; number 19, H, carries 0.221; number 20, H, carries 0.212; number 21, C, carries 0.674; number 22, O, carries -0.638; number 23, N, carries -0.632; number 24, C, carries 0.222; number 25, C, carries -0.250; number 26, C, carries -0.198; number 27, C, carries -0.231; number 28, C, carries -0.186; number 29, C, carries -0.276; number 30, H, carries 0.244; number 31, H, carries 0.207; number 32, H, carries 0.210; number 33, H, carries 0.213; number 34, H, carries 0.228; number 35, H, carries 0.440; number 36, H, carries 0.437; number 37, C, carries -0.609; number 38, H, carries 0.231; number 39, H, carries 0.261; number 40, S, carries 0.315; number 41, C, carries 0.127; number 42, N, carries -0.283; number 43, N, carries -0.338; number 44, C, carries 0.390; number 45, N, carries -0.564; number 46, C, carries 0.207; number 47, C, carries -0.252; number 48, C, carries -0.313; number 49, C, carries 0.112; number 50, O, carries -0.387; number 51, H, carries 0.207; number 52, H, carries 0.233; number 53, H, carries 0.230; number 54, H, carries 0.429


Copy entry 1 word for word.
C8H11ClO2 | wB97M-V/def2-TZVPD

Positions of all 22 atoms, in Å:
C  0.189861  1.116169  -0.143192
C  -0.424825  -2.568344  -0.274311
C  0.264552  -1.376703  -0.837299
C  -0.684940  -2.215429  1.130061
C  0.527470  -0.310549  0.332688
C  0.302619  1.778499  -1.309344
C  -0.056128  -1.164401  1.587255
C  -0.114005  3.217218  -1.370271
O  -0.420019  1.828592  0.880289
O  0.241931  -0.673153  2.813935
Cl  0.765894  1.206958  -2.849866
H  -1.378136  -2.775927  -0.840758
H  0.248095  -3.440806  -0.234100
H  1.234083  -1.707935  -1.201023
H  -0.333047  -0.971729  -1.563108
H  0.094840  1.798608  1.748388
H  -1.013962  -2.908450  1.868552
H  1.541895  -0.288751  0.509959
H  0.608126  3.764740  -1.923581
H  -0.065982  3.536243  -0.208782
H  -1.105142  3.263259  -1.549099
H  -0.423181  -1.108110  3.433605

Forces on the atoms, in the same order (eV/Å):
-0.7 -0.9 1.4
-1.5 -1.0 0.1
2.4 0.4 2.0
0.0 -0.8 1.8
-1.6 -1.9 -1.5
-0.5 0.2 1.1
0.9 3.8 -3.0
3.0 -0.5 5.1
0.8 0.5 1.7
-2.0 -1.1 1.2
0.4 -0.9 -0.4
1.0 -0.3 0.5
-0.5 0.0 -0.5
-0.1 0.4 -0.6
-1.0 1.2 -2.0
-0.9 -0.4 -1.8
-0.6 -0.9 0.3
2.6 0.0 0.4
0.0 0.7 -0.8
0.1 -0.2 -2.8
-3.2 0.7 -1.5
1.4 0.9 -0.7

The highest occupied orbital energy comes out at -8.502 eV. Its SMILES is C/C(Cl)=C(\O)[C@@H]1CCC=C1O. Its energy above the lowest of the compared OMol25 structures with the same formula, charge and spin is 113.61 kJ/mol. The value obtained for the HOMO-LUMO gap is 9.1 eV. The spin multiplicity is 1. As for the total charge: 0.

Charges per atom according to natural (NBO) partitioning, unit e: number 1, C, carries 0.285; number 2, C, carries -0.412; number 3, C, carries -0.382; number 4, C, carries -0.308; number 5, C, carries -0.309; number 6, C, carries -0.103; number 7, C, carries 0.352; number 8, C, carries -0.643; number 9, O, carries -0.711; number 10, O, carries -0.679; number 11, Cl, carries 0.007; number 12, H, carries 0.208; number 13, H, carries 0.208; number 14, H, carries 0.212; number 15, H, carries 0.214; number 16, H, carries 0.490; number 17, H, carries 0.196; number 18, H, carries 0.209; number 19, H, carries 0.222; number 20, H, carries 0.237; number 21, H, carries 0.220; number 22, H, carries 0.487